[1]
Density functional theory data (wB97M-V/def2-TZVPD) for a single C4H10N2 molecule in a non-equilibrium geometry.

Gap between HOMO and LUMO = 4.095 eV
Relative energy (zero: lowest compared OMol25 entry of this formula, charge and spin) = 166.77 kcal per mole
Electronic energy = -7283.3877 eV
Strongest force on any atom = 0.04526 hartree/bohr

Structure (ORCA input):
```
! RIJCOSX wB97M-V def2-TZVPD def2/J DEFGRID3
* xyz 0 1
C 0.268 0.658 1.544
C 0.256 1.027 0.043
C -0.302 -0.074 -0.864
C 0.485 -1.402 -1.026
N -0.693 0.557 -2.054
N -0.364 -0.522 1.863
H -0.136 1.518 2.112
H 1.353 0.597 1.782
H -0.509 1.823 -0.054
H 1.139 1.511 -0.377
H 1.493 -1.202 -1.395
H 0.460 -1.994 -0.112
H -1.194 -0.403 -0.310
H -1.696 0.426 -2.189
H -0.069 -1.892 -1.828
H -0.490 -0.629 2.867
*
```

Here are the Mulliken charges for atoms 1 to 2, given in e: -0.381, -0.742

[2]
Density functional theory data (wB97M-V/def2-TZVPD) for a single C4H10N2 molecule in a non-equilibrium geometry.

Gap between HOMO and LUMO = 8.334 eV
Relative energy (zero: lowest compared OMol25 entry of this formula, charge and spin) = 24.20 kcal per mole
Electronic energy = -7289.5703 eV
Strongest force on any atom = 0.05946 hartree/bohr

Structure (ORCA input):
```
! RIJCOSX wB97M-V def2-TZVPD def2/J DEFGRID3
* xyz 0 1
C 1.485 -1.798 0.682
C 1.225 -0.715 -0.362
C 0.156 0.303 -0.102
N 0.297 1.453 -0.925
C -1.074 -0.021 0.337
N -2.142 0.888 0.350
H 2.018 -2.573 0.132
H 2.101 -1.445 1.503
H 0.600 -2.286 1.096
H 2.156 -0.139 -0.477
H 1.073 -1.142 -1.363
H 0.942 1.398 -1.682
H -0.567 1.901 -1.165
H -1.135 -1.038 0.719
H -3.077 0.551 0.486
H -1.957 1.645 0.997
*
```

Here are the Mulliken charges for atoms 1 to 2, given in e: -1.043, -0.526

[3]
Density functional theory data (wB97M-V/def2-TZVPD) for a single C4H10N2 molecule in a non-equilibrium geometry.

Gap between HOMO and LUMO = 10.420 eV
Relative energy (zero: lowest compared OMol25 entry of this formula, charge and spin) = 75.32 kcal per mole
Electronic energy = -7287.3533 eV
Strongest force on any atom = 0.06741 hartree/bohr

Structure (ORCA input):
```
! RIJCOSX wB97M-V def2-TZVPD def2/J DEFGRID3
* xyz 0 1
N -2.617 0.149 0.153
C -1.376 -0.541 -0.441
C 0.027 -0.167 0.146
C 0.869 0.983 -0.381
C 2.087 0.052 0.175
N 1.179 -1.046 -0.251
H -2.865 -0.088 1.188
H -2.319 1.097 0.023
H -1.409 -0.222 -1.493
H -1.471 -1.679 -0.453
H 0.054 -0.064 1.324
H 0.717 1.059 -1.512
H 0.564 2.066 0.078
H 3.212 0.230 -0.231
H 2.204 0.122 1.444
H 1.142 -1.951 0.234
*
```

Here are the Mulliken charges for atoms 1 to 2, given in e: -0.593, -0.725

[4]
Density functional theory data (wB97M-V/def2-TZVPD) for a single C4H10N2 molecule in a non-equilibrium geometry.

Gap between HOMO and LUMO = 9.114 eV
Relative energy (zero: lowest compared OMol25 entry of this formula, charge and spin) = 75.05 kcal per mole
Electronic energy = -7287.3652 eV
Strongest force on any atom = 0.11664 hartree/bohr

Structure (ORCA input):
```
! RIJCOSX wB97M-V def2-TZVPD def2/J DEFGRID3
* xyz 0 1
C 1.706 0.530 1.620
C 1.108 -0.473 0.989
N 0.582 -0.449 -0.291
C 0.655 0.737 -0.967
N -0.549 -1.394 -0.470
C -1.851 -0.760 -0.218
H 2.264 0.333 2.544
H 1.815 1.528 1.089
H 1.096 -1.333 1.638
H 0.159 0.478 -2.011
H 0.055 1.594 -0.681
H 1.613 1.069 -1.082
H -0.512 -1.569 -1.477
H -2.771 -1.393 -0.300
H -1.827 -0.261 0.678
H -1.841 0.024 -1.030
*
```

Here are the Mulliken charges for atoms 1 to 2, given in e: -0.792, 0.034

[5]
Density functional theory data (wB97M-V/def2-TZVPD) for a single C4H10N2O molecule in a non-equilibrium geometry.

Gap between HOMO and LUMO = 10.076 eV
Relative energy (zero: lowest compared OMol25 entry of this formula, charge and spin) = 103.10 kcal per mole
Electronic energy = -9334.5167 eV
Strongest force on any atom = 0.09332 hartree/bohr

Structure (ORCA input):
```
! RIJCOSX wB97M-V def2-TZVPD def2/J DEFGRID3
* xyz 0 1
C 2.377 -1.529 -0.150
C 1.510 -0.918 0.650
C -0.001 -0.745 0.513
O -0.688 -1.921 0.257
N -0.284 0.195 -0.579
N -1.580 0.684 -0.545
C -1.685 1.958 0.047
H 3.443 -1.475 0.012
H 2.096 -1.997 -1.089
H 1.898 -0.082 1.246
H -0.278 -0.384 1.630
H -0.432 -2.369 -0.494
H 0.465 0.911 -0.839
H -1.999 0.604 -1.477
H -0.874 2.006 0.965
H -1.299 2.884 -0.444
H -2.668 2.179 0.297
*
```

Here are the Mulliken charges for atoms 1 to 2, given in e: -0.632, -0.286

[6]
Density functional theory data (wB97M-V/def2-TZVPD) for a molecular structure, C4H10N2O in a non-equilibrium geometry.

Gap between HOMO and LUMO = 9.181 eV
Relative energy (zero: lowest compared OMol25 entry of this formula, charge and spin) = 93.79 kcal per mole
Electronic energy = -9334.9204 eV
Strongest force on any atom = 0.06462 hartree/bohr

Structure (ORCA input):
```
! RIJCOSX wB97M-V def2-TZVPD def2/J DEFGRID3
* xyz 0 1
C 1.450 -0.002 -1.515
C 0.909 -0.600 -0.251
C 0.777 0.239 0.926
H 1.221 -1.626 -0.066
H 2.529 0.149 -1.388
H 1.306 -0.664 -2.371
H 0.985 0.968 -1.704
H 1.255 -0.157 1.818
H 0.982 1.300 0.796
C -0.936 0.030 1.102
N -1.502 1.289 0.721
N -0.863 -0.897 -0.504
O -1.313 -0.566 2.114
H -1.753 1.830 1.541
H -2.276 1.254 0.064
H -1.786 -0.643 -0.855
H -0.983 -1.906 -0.429
*
```

Here are the Mulliken charges for atoms 1 to 2, given in e: -1.333, 0.496

[7]
Density functional theory data (wB97M-V/def2-TZVPD) for 2 unconnected molecules or ions with the total composition C4H10N2O in a non-equilibrium geometry.

Gap between HOMO and LUMO = 8.836 eV
Relative energy (zero: lowest compared OMol25 entry of this formula, charge and spin) = 90.52 kcal per mole
Electronic energy = -9335.0622 eV
Strongest force on any atom = 0.05944 hartree/bohr

Structure (ORCA input):
```
! RIJCOSX wB97M-V def2-TZVPD def2/J DEFGRID3
* xyz 0 1
C 3.174 -0.512 -0.463
N 2.143 -1.006 0.090
N 1.103 -0.180 0.377
C -0.208 -0.725 0.553
C -0.675 0.748 0.400
C 0.705 1.108 -0.259
H 4.012 -1.079 -0.628
H 3.170 0.568 -0.567
H -0.338 -1.162 1.539
H -0.570 -1.444 -0.209
H -0.712 1.324 1.314
H -1.627 0.903 -0.126
H 0.816 1.121 -1.340
H 1.220 1.957 0.291
O -3.679 -0.619 -0.404
H -4.467 -1.238 -0.282
H -4.066 0.235 -0.287
*
```

Here are the Mulliken charges for atoms 1 to 2, given in e: -0.402, -0.747

[8]
Density functional theory data (wB97M-V/def2-TZVPD) for a molecular structure, C4H10N2O in a non-equilibrium geometry.

Gap between HOMO and LUMO (spin up / spin down) = 8.062 / 8.063 eV
Relative energy (zero: lowest compared OMol25 entry of this formula, charge and spin) = 179.21 kcal per mole
Electronic energy = -9331.2162 eV
Strongest force on any atom = 0.04979 hartree/bohr

Structure (ORCA input):
```
! RIJCOSX wB97M-V def2-TZVPD def2/J DEFGRID3
* xyz 0 1
C 0.634 -0.455 0.422
C -0.835 0.408 -1.492
C 0.702 -1.945 0.130
N 0.923 0.314 -0.766
C -0.986 1.003 1.386
O 1.236 1.652 -0.453
N -0.762 -0.069 0.712
H 1.263 1.868 0.508
H 1.297 -0.194 1.255
H -0.540 -0.043 -2.435
H -1.833 0.015 -1.318
H -0.854 1.493 -1.562
H 0.471 -2.527 1.025
H 1.695 -2.213 -0.238
H -0.019 -2.236 -0.637
H -1.508 1.873 0.990
H -0.884 1.055 2.473
*
```

Here are the Mulliken charges for atoms 1 to 2, given in e: 0.145, -0.777

Repeat the fourth record exactly.
Density functional theory data (wB97M-V/def2-TZVPD) for a single C4H10N2 molecule in a non-equilibrium geometry.

Gap between HOMO and LUMO = 9.114 eV
Relative energy (zero: lowest compared OMol25 entry of this formula, charge and spin) = 75.05 kcal per mole
Electronic energy = -7287.3652 eV
Strongest force on any atom = 0.11664 hartree/bohr

Structure (ORCA input):
```
! RIJCOSX wB97M-V def2-TZVPD def2/J DEFGRID3
* xyz 0 1
C 1.706 0.530 1.620
C 1.108 -0.473 0.989
N 0.582 -0.449 -0.291
C 0.655 0.737 -0.967
N -0.549 -1.394 -0.470
C -1.851 -0.760 -0.218
H 2.264 0.333 2.544
H 1.815 1.528 1.089
H 1.096 -1.333 1.638
H 0.159 0.478 -2.011
H 0.055 1.594 -0.681
H 1.613 1.069 -1.082
H -0.512 -1.569 -1.477
H -2.771 -1.393 -0.300
H -1.827 -0.261 0.678
H -1.841 0.024 -1.030
*
```

Here are the Mulliken charges for atoms 1 to 2, given in e: -0.792, 0.034

- strongest force on any atom of number 3 (C4H10N2)?
  0.06741 hartree/bohr